{"formula": "C25H49N2O6S3", "method": "ωB97M-V/def2-TZVPD", "elements": ["O", "H", "H", "H", "C", "H", "C", "H", "S", "H", "N", "O", "H", "H", "C", "H", "H", "C", "C", "C", "C", "H", "C", "C", "C", "C", "C", "H", "H", "C", "C", "H", "C", "H", "H", "O", "C", "H", "C", "H", "H", "H", "H", "H", "H", "H", "C", "H", "H", "C", "O", "H", "H", "H", "C", "H", "S", "H", "H", "N", "C", "H", "H", "H", "O", "O", "H", "H", "H", "H", "H", "H", "H", "H", "H", "H", "H", "C", "H", "C", "S", "H", "C", "C", "H"], "positions_angstrom": [[-5.7833, 5.5020, -0.5950], [1.2371, -0.7391, -4.3963], [3.2750, -2.2513, 2.8566], [3.4576, -2.5035, 1.1248], [-0.3219, 0.7540, -1.9037], [-3.9063, 1.2332, 1.3779], [1.3041, -0.7477, -3.3079], [-4.8743, 7.4578, 3.0589], [4.9667, 0.6874, 0.7179], [0.2112, -3.7379, 0.0808], [-2.3724, -1.6016, 0.4269], [3.1353, -2.1821, -3.9453], [0.7859, -1.5401, -0.7823], [-1.1109, 0.2192, -2.4338], [-5.3834, 6.8871, 2.2816], [-1.4720, -4.2177, 0.2759], [2.2092, -0.1306, 1.2866], [-1.1826, -2.1350, -0.2732], [-1.5344, -2.5356, -1.7109], [2.7143, -1.2074, -2.9682], [3.3565, 1.5171, 0.6185], [6.8876, -2.6333, 1.7641], [2.2279, 0.5179, 0.4086], [-6.5267, 3.0293, -0.2331], [-0.7614, -3.4144, 0.4589], [5.9031, -2.4309, -0.1503], [-3.6324, -0.0153, -1.0321], [5.7345, -3.5077, -0.1758], [6.8237, -1.0052, 1.1643], [3.9825, -2.5640, 2.0892], [4.4067, -3.9968, 2.3883], [-2.3846, -3.2182, -1.6775], [3.6384, -3.3281, -3.4198], [-0.6231, 1.8066, -1.9069], [-4.3665, -0.8172, -1.1048], [-4.1161, 3.9083, 0.2950], [0.8696, 1.2043, 0.2517], [3.4153, -0.3681, -2.9799], [-5.2415, 5.4112, 2.5791], [4.5854, -3.1765, -2.8707], [-3.1920, -0.0369, 2.3764], [1.0152, 2.0976, -0.3661], [5.0868, -4.0234, 3.2390], [4.8542, -4.4973, 1.5313], [-0.6964, -3.0848, -2.1439], [0.8109, 1.3102, -3.6073], [-2.7894, -0.1901, 0.2394], [-1.8969, 1.7276, -0.0736], [-4.6352, -0.3717, 1.3672], [-0.2614, 0.3475, -0.4077], [3.1716, -4.4009, -3.6102], [-0.6931, -3.2385, 1.5326], [0.3508, -1.2426, 0.8819], [-6.4341, 7.1754, 2.2641], [-0.0097, -1.1479, -0.1477], [-4.2022, 5.0836, 2.5365], [4.0595, 0.3640, 3.5441], [2.4688, -0.0946, -0.4583], [-1.8037, -1.7019, -2.3539], [5.1069, -1.6249, 2.1517], [6.2360, -1.9200, 1.2549], [-1.3459, 0.8911, 1.3553], [3.5203, -4.5741, 2.6567], [2.7465, -1.6666, -1.9749], [-3.3352, -2.4283, 0.5441], [-6.0256, 4.5791, 1.6839], [-3.0418, 0.0467, -1.9426], [-4.9461, 7.1461, 1.3191], [0.5419, 1.5687, 1.2274], [-6.2998, 2.1738, 0.3977], [3.2074, 2.1125, 1.5177], [0.5860, -1.4879, -2.9606], [-5.6317, 5.1685, 3.5649], [-6.3164, 2.8066, -1.2771], [6.7382, -2.2196, -0.8200], [3.4737, 2.1760, -0.2461], [5.0226, -1.9359, -0.5585], [0.9587, 0.6521, -2.7485], [-7.5590, 3.3463, -0.1130], [4.7216, -0.2890, 2.2061], [-5.4741, 4.3644, 0.2141], [1.8156, 1.0677, -2.2129], [-1.5777, 0.7476, 0.2959], [-3.6882, 0.1621, 1.4271], [-4.1710, 0.9315, -0.9444]], "multiplicity": 2, "lumo_ev": [-0.19, -0.19], "s2": 0.754, "homo_lumo_gap_ev": [8.0039, 8.4263], "homo_energy_ev": [-8.19, -8.61], "energy_ha": -2737.3880, "largest_force_ev_per_a": 0.9}